C4H6HoO2 | the ωB97M-V functional and the def2-TZVPD basis

Structure (ORCA input):
```
! wB97M-V def2-TZVPD RIJCOSX def2/J DEFGRID3
* xyz 2 6
H 2.2004 1.4183 -2.4772
O 2.9807 -0.5123 -2.1932
C 2.4105 0.4928 -1.7984
C 1.1765 0.5666 -1.0914
C 0.5939 1.7821 -0.4696
C 1.6230 2.7283 0.1761
O 1.0797 3.4641 1.2076
Ho 0.2691 3.5701 3.3095
H 0.7041 -0.3981 -0.8740
H -0.1714 1.5024 0.2708
H 0.0789 2.3573 -1.2597
H 2.0117 3.4019 -0.6121
H 2.4822 2.1229 0.5256
*
```

Calculated values
lowest unoccupied orbital energy (spin up / spin down)	-8.79 / -11.31	eV
orbital gap (spin up / spin down)	7.9908 / 4.4417	eV
⟨S²⟩	8.77


C5H20FN10O5V | the ωB97M-V functional and the def2-TZVPD basis

Structure (ORCA input):
```
! wB97M-V def2-TZVPD RIJCOSX def2/J DEFGRID3
* xyz 2 3
V 0.0665 -1.0370 2.0616
F 0.9273 -1.1169 0.2916
C 4.2107 0.0365 -0.8094
O 5.1150 0.7844 -1.1351
N 4.3729 -1.2692 -0.4496
N 2.9887 0.5451 -0.4449
H 3.5991 -1.8163 -0.1308
H 5.3086 -1.6324 -0.5037
H 2.1846 -0.0638 -0.3895
H 2.7492 1.5063 -0.6150
C 1.0934 2.1013 2.3453
O 0.6319 0.9176 2.3160
N 0.4146 3.1110 2.8728
N 2.3241 2.3718 1.8967
H -0.5759 3.0312 3.0365
H 0.7937 4.0420 2.8749
H 2.6330 3.3264 1.9002
H 2.7343 1.6151 1.3501
C -1.8512 1.1492 0.2643
O -1.5221 0.2818 1.1097
N -2.9775 1.9230 0.3392
N -1.1370 1.2932 -0.8686
H -3.3387 2.0573 1.2718
H -2.8483 2.6685 -0.3192
H -1.4133 1.9927 -1.5314
H -0.3164 0.7089 -0.9526
C 0.2707 -0.3153 -3.5272
O 1.3398 0.2233 -3.7735
N -0.8421 -0.1479 -4.3074
N 0.0568 -1.1217 -2.4558
H -1.7088 -0.6120 -4.1269
H -0.7521 0.4816 -5.0868
H 0.8107 -1.3277 -1.8309
H -0.8452 -1.5536 -2.4515
C -2.6170 -2.7503 1.4773
O -1.4981 -2.1673 1.4752
N -3.1810 -3.2306 2.5962
N -3.3825 -2.7990 0.3784
H -2.7423 -3.1351 3.4955
H -3.9530 -3.8752 2.5417
H -4.0500 -3.5603 0.3818
H -3.0732 -2.6367 -0.5670
*
```

Calculated values
lowest unoccupied orbital energy (spin up / spin down)	-9.93 / -8.80	eV
orbital gap (spin up / spin down)	4.2450 / 5.3772	eV
⟨S²⟩	2.02


C26H39Ge2NRhS2 | the ωB97M-V functional and the def2-TZVPD basis

Structure (ORCA input):
```
! wB97M-V def2-TZVPD RIJCOSX def2/J DEFGRID3
* xyz 1 5
Rh 0.7643 -0.8592 -0.2541
C -3.6910 -1.5848 -2.2888
C -2.1978 -1.5643 -2.5390
Ge -1.1198 -0.0439 -1.7367
C 0.1514 0.7619 -2.9715
C -0.4860 1.8756 -3.7386
C -2.1916 1.3052 -0.8912
C -2.0543 1.5098 0.4160
Ge -0.8972 0.1733 1.3135
C 0.4624 0.7890 2.6004
C -0.3264 1.7148 3.5272
C -1.9858 -1.1413 2.2241
C -2.9879 -1.9514 1.3222
C -2.8486 2.4729 1.2004
C -2.8259 3.8017 0.7870
C -3.4390 4.7864 1.5284
C -4.1796 4.4915 2.6542
C -4.2727 3.1509 3.0076
C -3.5983 2.1487 2.3222
H -4.2357 -2.4345 -2.6739
H -4.1960 -0.6739 -2.6152
H -3.8149 -1.6079 -1.2179
H -1.9534 -1.6250 -3.6064
H -1.7241 -2.4600 -2.1108
H 0.4944 -0.0592 -3.6182
H 1.0435 1.1543 -2.4524
H -1.3242 1.5587 -4.3822
H 0.2417 2.4803 -4.3324
H -0.9001 2.6280 -3.0336
H -2.9599 1.7690 -1.5198
H 1.3179 1.3039 2.2185
H 0.8687 -0.1198 3.0387
H -0.5960 2.6918 3.1274
H 0.2456 1.9762 4.4180
H -1.1972 1.2096 3.9849
H -2.4664 -0.6429 3.0667
H -1.2128 -1.7943 2.7167
H -3.5939 -1.2889 0.7347
H -3.5664 -2.5901 1.9828
H -2.4220 -2.5628 0.6206
H -2.2338 4.0546 -0.0800
H -3.4071 5.7649 1.1081
H -4.7219 5.2718 3.1694
H -4.9545 2.8931 3.8148
H -3.7939 1.1121 2.6222
C 1.7770 -5.3082 0.8410
C 1.4468 -3.9989 0.1546
S 0.8630 -2.8492 1.2273
C 1.6589 -3.8272 -1.2371
C 2.2670 -4.9684 -1.9889
S 1.1418 -2.4576 -2.0856
H 1.6339 -5.2546 1.9174
H 2.8099 -5.6180 0.7333
H 1.3177 -6.2002 0.4064
H 3.3567 -4.9999 -1.6743
H 2.2916 -4.7722 -3.0356
H 1.8174 -5.9320 -1.8273
C 6.5964 1.9373 -0.7753
C 5.2067 1.3963 -0.5458
C 5.0350 0.0453 -0.2398
C 3.7491 -0.4593 -0.0898
N 2.6311 0.2690 -0.2817
C 2.8401 1.5721 -0.4901
C 4.0738 2.1772 -0.6237
H 7.2830 1.1081 -0.7406
H 6.8189 2.6605 0.0032
H 6.6009 2.3899 -1.7420
H 5.8819 -0.6033 -0.1566
H 3.6027 -1.5107 0.0955
H 1.9310 2.1059 -0.5557
H 4.1542 3.2523 -0.7526
*
```

Calculated values
lowest unoccupied orbital energy (spin up / spin down)	-2.40 / -5.02	eV
orbital gap (spin up / spin down)	7.7919 / 6.0296	eV
⟨S²⟩	6.02


H4N3P | the ωB97M-V functional and the def2-TZVPD basis

Structure (ORCA input):
```
! wB97M-V def2-TZVPD RIJCOSX def2/J DEFGRID3
* xyz 0 1
N 1.7916 -0.3154 0.0661
N 0.4670 -0.5250 0.3936
N -0.3001 0.0279 -0.3883
P -1.9506 -0.3912 -0.1305
H 2.0779 0.2245 -0.6723
H 2.3448 -0.2678 0.9329
H -2.3550 0.6922 -0.9877
H -2.0757 0.5549 0.7860
*
```

Calculated values
lowest unoccupied orbital energy	1.16	eV
orbital gap	10.2890	eV


C4H7N3O | the ωB97M-V functional and the def2-TZVPD basis

Structure (ORCA input):
```
! wB97M-V def2-TZVPD RIJCOSX def2/J DEFGRID3
* xyz 0 1
C -1.5073 -0.5862 -0.8061
C 0.5692 1.0560 -0.1373
C -0.4275 -0.4010 0.2393
C 0.5512 2.2473 0.4471
O 1.7373 -1.9309 -0.0956
N 1.1032 -0.8429 -0.6254
N 1.5865 0.3426 -0.6605
N -0.5331 -0.6940 1.4782
H 2.6451 -1.7149 0.1665
H -1.4569 -1.0479 1.7209
H -1.8530 -1.6217 -0.8003
H -2.3528 0.0565 -0.5569
H -1.1492 -0.3267 -1.8014
H 1.4633 2.8093 0.6073
H -0.3760 2.6545 0.8243
*
```

Calculated values
lowest unoccupied orbital energy (spin up / spin down)	-1.13 / -1.14	eV
orbital gap (spin up / spin down)	7.4284 / 7.4242	eV


C4H9N7 | the ωB97M-V functional and the def2-TZVPD basis

Structure (ORCA input):
```
! wB97M-V def2-TZVPD RIJCOSX def2/J DEFGRID3
* xyz 0 1
H -2.0915 -2.2527 -0.6218
N -1.5882 -1.2681 -0.8537
C -2.1271 -0.4768 -0.0465
N -3.1238 -0.6167 1.0206
N -1.5206 0.7565 0.1246
C -0.6508 1.6483 -0.6502
C 0.6582 1.8447 -0.0847
C 1.3708 0.5047 0.1015
N 2.4710 0.4094 0.8026
N 2.9049 -0.8595 0.4815
N 2.0419 -1.5641 -0.2327
N 1.1023 -0.6832 -0.5493
H -3.7903 0.1573 0.8378
H -3.6843 -1.4585 0.8353
H -2.1491 1.3677 0.9003
H -1.1155 2.5815 -0.7261
H -0.6201 1.0978 -1.6528
H 1.1557 2.5247 -0.8088
H 0.6592 2.4137 0.7892
H 0.1174 -0.7758 -1.0278
*
```

Calculated values
lowest unoccupied orbital energy	0.22	eV
orbital gap	9.9428	eV


Calculated total energy
In order: -34114.7556 -59042.9680 -166787.5579 -13821.3059 -10772.5227 -14721.9999
Unit: eV
F_max
In order: 3.1 7.0 2.0 4.8 3.0 6.7
Unit: eV/A